1.
The following is a quantum chemistry calculation of C6H8N2 as an isolated structure at a distorted geometry, from the Open Molecules 2025 dataset.

Values from the calculation:
E_HOMO in eV: -8.9
Molar mass in Da: 108.1
Energy relative to the best compared isomer or geometry (same formula, charge and spin) in kJ/mol: 575.0

Geometry (Å):
H (-0.218, 2.264, -1.430)
H (1.707, -1.434, -1.283)
N (-1.891, -1.763, 0.515)
H (-2.773, -2.194, 1.189)
H (0.424, 1.521, 1.610)
C (1.146, -0.705, -0.702)
H (2.784, -0.162, 0.566)
H (1.549, 1.324, -1.246)
H (-2.066, -0.162, 1.985)
C (-1.538, -0.607, 1.057)
C (0.594, 0.838, 0.676)
N (-0.851, 0.244, 0.362)
C (1.583, -0.099, 0.463)
H (-0.718, -0.381, -1.736)
C (-0.169, -0.054, -0.973)
C (0.437, 1.370, -1.053)

Table of Mulliken atomic charges, one value per atom, all in e: number 1, H, carries 0.28; number 2, H, carries 0.38; number 3, N, carries -0.64; number 4, H, carries 0.24; number 5, H, carries 0.33; number 6, C, carries -0.33; number 7, H, carries 0.26; number 8, H, carries 0.35; number 9, H, carries 0.29; number 10, C, carries 0.06; number 11, C, carries -0.43; number 12, N, carries -0.09; number 13, C, carries -0.21; number 14, H, carries 0.71; number 15, C, carries -0.70; number 16, C, carries -0.50

2.
The following is a quantum chemistry calculation of C2H3BrClI as an isolated structure at a distorted geometry, from the Open Molecules 2025 dataset.

Values from the calculation:
E_HOMO in eV: -8.8
Molar mass in Da: 269.3
Energy relative to the best compared isomer or geometry (same formula, charge and spin) in kJ/mol: 322.4

Geometry (Å):
H (2.356, 0.177, 0.125)
C (-2.457, 0.945, -0.426)
H (1.312, -1.531, 0.326)
C (1.456, -0.500, 0.062)
Br (-2.183, 2.469, 0.517)
Cl (1.287, -0.765, -1.693)
I (-2.323, -0.906, 0.533)
H (0.552, 0.111, 0.556)

Table of Mulliken atomic charges, one value per atom, all in e: number 1, H, carries 0.28; number 2, C, carries -0.14; number 3, H, carries 0.23; number 4, C, carries -0.43; number 5, Br, carries 0.05; number 6, Cl, carries -0.17; number 7, I, carries 0.12; number 8, H, carries 0.06

3.
The following is a quantum chemistry calculation of a 2-piece molecular cluster, C3H10N4 overall at a distorted geometry, from the Open Molecules 2025 dataset.

Values from the calculation:
E_HOMO (alpha / beta) in eV: -20.5 / -20.4
Charge: +2
Molar mass in Da: 102.1
Energy relative to the best compared isomer or geometry (same formula, charge and spin) in kJ/mol: 1008.0

Geometry (Å):
H (-2.463, -0.686, 0.242)
C (-1.827, 0.119, 0.039)
N (0.655, 0.454, 0.068)
N (1.801, -1.309, -1.094)
C (1.074, 0.269, 1.487)
H (1.893, -2.208, -0.486)
H (0.934, 2.460, 0.978)
H (-1.715, 0.267, -2.228)
H (-0.124, -1.221, -0.735)
H (-1.792, 0.961, 0.689)
H (0.457, -0.283, 2.167)
H (2.141, 0.025, 1.487)
N (-0.443, -0.237, -0.518)
C (-1.362, 0.592, -1.241)
H (-1.076, 1.600, -1.194)
H (2.697, -1.313, -1.520)
N (0.575, 1.469, 0.960)

Table of Mulliken atomic charges, one value per atom, all in e: number 1, H, carries 0.31; number 2, C, carries -0.28; number 3, N, carries 0.15; number 4, N, carries -0.51; number 5, C, carries -0.18; number 6, H, carries 0.32; number 7, H, carries 0.36; number 8, H, carries 0.32; number 9, H, carries 0.48; number 10, H, carries 0.28; number 11, H, carries 0.33; number 12, H, carries 0.31; number 13, N, carries 0.20; number 14, C, carries -0.28; number 15, H, carries 0.25; number 16, H, carries 0.27; number 17, N, carries -0.31

4.
The following is a quantum chemistry calculation of C32H28Cl2FeNO5PS3 as an isolated structure, from the Open Molecules 2025 dataset.

Values from the calculation:
Multiplicity: 5
E_HOMO (alpha / beta) in eV: -7.6 / -7.7
Molar mass in Da: 760.5
⟨S²⟩: 6.01
Energy relative to the best compared isomer or geometry (same formula, charge and spin) in kJ/mol: 163.0

Geometry (Å):
C (-2.409, -0.239, 3.607)
H (-7.398, 1.659, -0.790)
C (2.948, 2.033, -1.777)
H (-0.238, -4.530, 0.923)
C (-2.247, -0.727, 2.322)
C (-1.342, -0.243, 4.499)
H (-4.987, -4.090, -0.405)
C (1.458, -1.145, -2.129)
C (-3.951, -4.185, -0.107)
S (-3.412, 2.186, 0.704)
H (-1.280, -0.824, -1.545)
C (-0.996, -1.203, 1.953)
H (4.377, 1.238, 0.437)
C (2.720, -1.375, -0.098)
H (-3.062, -0.703, 1.609)
C (-6.792, 2.453, -1.224)
C (3.675, 1.486, 1.224)
S (-4.964, 0.183, -0.977)
C (2.033, -0.563, -0.995)
C (4.957, 2.084, -3.106)
C (3.240, 2.082, 3.508)
H (5.789, 1.562, -3.562)
P (1.663, 1.213, -0.774)
C (2.315, 1.554, 0.909)
S (-0.724, -1.791, 0.301)
H (-7.319, 3.402, -1.203)
H (2.317, -4.379, -1.614)
C (-0.101, -0.729, 4.114)
Cl (-0.261, 2.165, 1.653)
C (2.823, -2.744, -0.322)
H (-1.721, -6.521, 0.928)
O (-1.712, 1.181, -2.707)
H (1.176, 2.469, 3.986)
H (3.593, 2.286, 4.511)
C (-2.113, -5.553, 0.646)
H (1.949, 3.921, -1.538)
C (1.562, -2.508, -2.353)
H (1.109, -2.945, -3.233)
H (3.165, -0.950, 0.791)
C (-1.813, -3.214, 0.284)
H (-3.499, -2.086, -0.399)
C (-3.444, -5.422, 0.270)
H (0.910, -0.520, -2.829)
Cl (-1.057, 2.468, -2.989)
O (-5.616, 2.667, -0.439)
O (0.224, 2.243, -3.572)
H (-3.370, 0.159, 3.904)
H (1.048, -1.572, 2.495)
O (-1.871, 3.297, -3.797)
C (0.080, -1.212, 2.825)
C (1.458, 1.926, 1.933)
H (0.729, -0.722, 4.808)
C (-3.133, -3.064, -0.105)
C (4.024, 1.373, -2.361)
H (3.358, -3.365, 0.385)
Fe (-1.539, 1.394, -0.423)
C (3.747, 4.118, -2.687)
C (-1.283, -4.443, 0.648)
H (-6.521, 2.178, -2.242)
C (2.809, 3.409, -1.956)
C (1.890, 2.185, 3.226)
C (4.823, 3.454, -3.265)
C (4.137, 1.740, 2.503)
C (2.241, -3.313, -1.444)
H (5.196, 1.679, 2.716)
H (-4.088, -6.292, 0.263)
H (-1.481, 0.142, 5.501)
H (3.629, 5.185, -2.824)
C (-4.743, 1.672, -0.306)
O (-0.898, 3.065, -1.637)
H (4.134, 0.302, -2.244)
H (5.550, 4.006, -3.848)
N (-1.472, -0.648, -0.559)

Table of Mulliken atomic charges, one value per atom, all in e: number 1, C, carries -0.84; number 2, H, carries 0.35; number 3, C, carries 0.48; number 4, H, carries 0.42; number 5, C, carries -0.15; number 6, C, carries -0.61; number 7, H, carries 0.45; number 8, C, carries -0.77; number 9, C, carries -0.70; number 10, S, carries -0.52; number 11, H, carries 0.13; number 12, C, carries 0.53; number 13, H, carries 0.53; number 14, C, carries -0.42; number 15, H, carries 0.33; number 16, C, carries -0.76; number 17, C, carries -0.36; number 18, S, carries -0.32; number 19, C, carries 0.62; number 20, C, carries -0.77; number 21, C, carries -0.64; number 22, H, carries 0.41; number 23, P, carries 1.20; number 24, C, carries -0.70; number 25, S, carries 0.67; number 26, H, carries 0.23; number 27, H, carries 0.40; number 28, C, carries -0.60; number 29, Cl, carries -0.20; number 30, C, carries -0.57; number 31, H, carries 0.39; number 32, O, carries -0.74; number 33, H, carries 0.51; number 34, H, carries 0.41; number 35, C, carries -0.72; number 36, H, carries 0.33; number 37, C, carries -0.45; number 38, H, carries 0.45; number 39, H, carries 0.41; number 40, C, carries 0.37; number 41, H, carries 0.07; number 42, C, carries -0.42; number 43, H, carries 0.52; number 44, Cl, carries 1.88; number 45, O, carries -0.27; number 46, O, carries -0.59; number 47, H, carries 0.43; number 48, H, carries 0.31; number 49, O, carries -0.68; number 50, C, carries -0.35; number 51, C, carries 0.70; number 52, H, carries 0.46; number 53, C, carries -0.13; number 54, C, carries -0.29; number 55, H, carries 0.40; number 56, Fe, carries 0.94; number 57, C, carries -0.66; number 58, C, carries -0.40; number 59, H, carries 0.35; number 60, C, carries -0.55; number 61, C, carries -0.57; number 62, C, carries -0.48; number 63, C, carries -0.76; number 64, C, carries -0.67; number 65, H, carries 0.42; number 66, H, carries 0.39; number 67, H, carries 0.40; number 68, H, carries 0.40; number 69, C, carries 0.36; number 70, O, carries -0.77; number 71, H, carries 0.40; number 72, H, carries 0.38; number 73, N, carries 0.02